[1]
{
  "formula": "C32H60N16O17",
  "method": "the ωB97M-V functional and the def2-TZVPD basis",
  "species": ["C", "C", "C", "C", "C", "C", "C", "C", "O", "N", "O", "C", "C", "C", "C", "C", "O", "C", "O", "C", "C", "C", "C", "C", "C", "C", "O", "O", "C", "O", "N", "C", "C", "O", "O", "C", "O", "H", "H", "H", "H", "H", "H", "H", "H", "H", "H", "H", "H", "H", "H", "H", "H", "H", "H", "H", "H", "H", "H", "H", "H", "H", "H", "H", "H", "H", "H", "H", "H", "N", "C", "N", "O", "H", "H", "H", "H", "N", "C", "N", "O", "H", "H", "H", "H", "N", "C", "N", "O", "H", "H", "H", "H", "N", "C", "N", "O", "H", "H", "H", "H", "N", "C", "N", "O", "H", "H", "H", "H", "N", "C", "N", "O", "H", "H", "H", "H", "N", "C", "N", "O", "H", "H", "H", "H"],
  "coordinates": [[-2.464057, 5.451159, -0.372355], [-2.880965, 4.073581, 0.412167], [-1.729290, 2.866663, 0.292115], [-1.976376, 2.161223, -1.204310], [-3.393516, 1.273221, -1.239918], [-0.669132, 1.304827, -1.732191], [-0.281737, -0.231600, -1.194873], [-1.170642, -1.010266, -0.059258], [-0.986800, -0.283400, 1.228052], [-0.850835, -1.140321, 2.255320], [-0.882106, -0.406350, 3.257374], [1.064164, -1.037239, -1.776601], [1.549482, -2.520933, -1.276979], [1.164787, -3.701571, -2.395652], [1.868707, -5.086274, -1.823651], [1.400148, -6.450990, -2.607843], [-0.051343, -6.461808, -2.948146], [-0.852447, -6.345001, -1.685230], [-1.383739, -7.386169, -1.037017], [1.965059, -0.295142, -2.926567], [1.598682, 1.208373, -3.462400], [0.314171, 2.036312, -2.870677], [0.078607, 3.560245, -3.451312], [0.646453, 4.624406, -2.327919], [2.187350, 4.294271, -1.816962], [2.217309, 3.452642, -0.404673], [2.561275, 2.149332, -0.456583], [1.935559, 4.069775, 0.915346], [2.733109, 1.564315, -4.589819], [3.232631, 2.729102, -5.022249], [3.150340, 0.141789, -5.019344], [2.183304, -0.476962, -6.051088], [1.239727, 0.634462, -6.805600], [-0.020073, 0.781213, -6.338081], [1.632485, 1.489369, -7.940241], [3.298528, -0.745149, -3.765039], [4.258597, -1.612356, -3.435163], [-1.402979, 5.797877, -0.017657], [-3.213434, 6.329224, -0.084497], [-2.505172, 5.227052, -1.520208], [-2.908918, 4.345184, 1.573575], [-3.959483, 3.697344, 0.147258], [-1.951947, 2.140249, 1.182136], [-0.640157, 3.300793, 0.339980], [-2.202158, 3.086430, -1.924741], [-3.340891, 0.367267, -1.988763], [-4.265750, 2.015029, -1.570992], [-3.648429, 0.949702, -0.141417], [-2.321461, -1.138699, -0.349319], [-0.801677, -2.123469, 0.164962], [1.238467, -2.806774, -0.184217], [2.743039, -2.496234, -1.275466], [1.721760, -3.469355, -3.423412], [0.011110, -3.792480, -2.573789], [1.653569, -5.232301, -0.673340], [3.051434, -4.998640, -1.931579], [2.085614, -6.698905, -3.527284], [1.545563, -7.344108, -1.830167], [-1.036193, -5.258388, -1.245102], [-1.031704, 3.796345, -3.747253], [0.713446, 3.684372, -4.452595], [-0.038816, 4.504915, -1.375114], [0.614017, 5.695067, -2.808971], [2.734697, 5.324302, -1.663276], [2.759838, 3.657868, -2.614849], [1.882168, 3.267216, 1.540806], [1.447830, -1.226012, -5.505447], [2.811752, -1.034696, -6.879087], [0.813552, 2.070813, -8.129402], [-3.289112, 0.086687, 4.480096], [-4.581510, 0.358349, 4.735996], [-5.017786, -0.076885, 5.931877], [-5.300139, 0.951680, 3.947262], [-2.681712, -0.400644, 5.116934], [-2.920685, 0.397200, 3.590494], [-5.984986, 0.107115, 6.163996], [-4.441210, -0.567145, 6.594654], [-6.552929, 5.264806, 2.278795], [-6.779542, 5.305919, 0.953453], [-8.057023, 5.554244, 0.612463], [-5.897698, 5.132121, 0.127187], [-7.266006, 5.405405, 2.974311], [-5.604281, 5.080597, 2.578264], [-8.270583, 5.593580, -0.375492], [-8.796968, 5.700027, 1.278268], [5.003367, -9.537472, -3.204188], [3.710970, -9.265811, -2.948289], [3.274693, -9.701046, -1.752408], [2.992340, -8.672480, -3.737023], [5.610767, -10.024804, -2.567351], [5.371795, -9.226959, -4.093790], [2.307494, -9.517044, -1.520289], [3.851270, -10.191305, -1.089631], [3.002323, 6.799713, -4.256248], [2.354575, 7.782042, -3.604307], [3.047977, 8.929340, -3.491171], [1.228972, 7.643795, -3.152119], [3.929195, 6.894643, -4.635573], [2.515572, 5.919298, -4.363443], [2.596615, 9.694344, -3.007179], [3.975694, 9.062285, -3.856869], [-2.531341, -8.613890, 2.741008], [-2.956586, -7.339667, 2.812443], [-2.745188, -6.616749, 1.697725], [-3.490989, -6.876839, 3.807820], [-2.089194, -9.012949, 1.930300], [-2.671475, -9.192648, 3.558901], [-3.050423, -5.652435, 1.709500], [-2.306852, -6.980187, 0.868363], [3.544894, 0.446176, 5.728773], [2.408610, -0.223305, 5.463768], [1.678199, 0.291720, 4.458209], [2.067862, -1.217477, 6.085124], [3.842221, 1.266555, 5.228208], [4.124141, 0.091504, 6.478592], [0.815131, -0.182166, 4.226360], [1.942230, 1.109366, 3.934942], [3.455350, 0.123925, 10.441374], [3.228737, 0.165037, 9.116031], [1.951256, 0.413363, 8.775041], [4.110581, -0.008759, 8.289765], [2.742275, 0.264524, 11.136891], [4.403999, -0.060285, 10.740843], [1.737696, 0.452699, 7.787087], [1.211312, 0.559146, 9.440847]],
  "forces_ev_per_angstrom": [[-0.6, -0.3, 0.5], [0.8, 0.4, 1.4], [-1.4, 0.4, -0.9], [-0.1, -0.1, -0.1], [0.0, 0.9, 0.3], [2.7, -1.3, -1.5], [2.1, 1.1, -2.3], [0.4, -1.1, -1.2], [-0.6, -1.3, -2.1], [-0.3, 4.0, 2.9], [0.4, -3.2, -2.2], [-0.4, 3.2, -1.0], [0.9, 0.4, -1.2], [1.3, -0.1, 0.6], [-0.1, -0.1, -0.2], [1.3, -0.4, 1.7], [-1.0, 0.4, 3.8], [-1.5, -4.6, 1.8], [3.5, 6.4, -4.4], [-2.3, 1.9, 1.1], [-1.7, -1.5, 2.6], [1.0, -3.0, 0.3], [1.0, -0.6, 0.2], [-0.3, -0.6, 0.2], [-0.3, 0.6, 0.6], [1.8, -5.7, 0.2], [-2.2, 7.9, 0.8], [0.4, -2.8, -2.9], [0.3, 3.1, 0.1], [-3.3, -7.7, 2.6], [0.8, 0.6, -0.1], [0.2, -0.2, -1.1], [-6.4, 2.1, 1.3], [7.7, -0.9, -2.9], [-1.7, -1.9, 3.0], [1.2, -2.4, 2.4], [-6.2, 5.6, -2.7], [-1.9, -0.8, -0.9], [1.5, -2.1, -0.8], [0.2, 0.8, 2.1], [0.0, -0.6, -2.4], [2.3, 0.8, 0.3], [0.7, 1.1, -1.9], [-2.2, -0.8, 0.1], [1.0, -2.2, 1.3], [-0.1, 1.8, 1.6], [1.9, -1.8, 0.6], [0.5, 0.3, -2.2], [2.5, 0.9, 0.8], [-0.5, 2.6, -0.8], [0.3, 0.7, -2.2], [-2.6, 0.1, 0.0], [-1.4, -0.3, 2.2], [2.3, 0.1, 0.4], [0.3, 0.4, -2.2], [-2.6, -0.1, 0.2], [-2.0, 0.6, 1.6], [-0.1, 1.9, -1.8], [0.5, -2.2, -1.2], [2.1, -0.6, 0.9], [-1.3, -0.5, 2.2], [1.2, 0.7, -2.1], [0.0, -2.0, 1.3], [-1.0, -2.1, -0.2], [-1.0, 1.1, 1.8], [0.3, 1.5, -1.5], [1.3, 1.7, -1.3], [-1.2, 1.1, 1.8], [1.6, -1.5, 0.7], [1.0, 0.0, -0.6], [-0.2, 0.3, -0.5], [-0.9, -0.3, 1.3], [-0.1, 0.1, -0.1], [-0.1, 0.1, -0.2], [-0.1, -0.1, 0.5], [0.4, -0.1, -0.1], [-0.1, 0.1, -0.2], [0.7, 0.0, 1.2], [0.5, -0.1, -0.3], [-1.3, 0.3, -0.8], [0.0, 0.0, -0.1], [0.1, -0.1, -0.1], [-0.4, 0.0, -0.1], [0.1, 0.0, 0.4], [0.2, 0.0, -0.1], [1.3, 0.0, -0.7], [-0.3, 0.2, -0.4], [-0.9, -0.2, 1.1], [0.0, -0.1, -0.2], [-0.1, 0.1, -0.1], [-0.1, -0.1, 0.4], [0.4, -0.2, -0.1], [-0.1, 0.1, -0.1], [0.2, -1.2, -0.5], [-0.4, 0.0, 0.1], [0.3, 1.4, 0.4], [-0.2, 0.1, 0.1], [-0.2, -0.1, 0.1], [0.3, 0.2, -0.1], [0.2, -0.3, -0.2], [-0.2, 0.0, 0.1], [0.4, -1.5, 0.4], [-0.4, 0.5, 0.6], [0.1, 1.1, -0.9], [-0.1, 0.0, 0.1], [-0.1, 0.1, 0.1], [0.1, 0.2, -0.4], [0.1, -0.4, 0.0], [0.0, 0.0, -0.1], [1.0, 0.3, -0.1], [0.6, -0.1, 0.1], [-1.3, 0.2, -1.0], [-0.4, -0.2, 0.2], [-0.2, -0.2, 0.0], [-0.2, 0.2, 0.1], [0.3, 0.2, 0.1], [0.0, -0.2, 0.1], [0.8, -0.1, 1.3], [-0.1, -0.1, -0.5], [-0.9, 0.4, -0.7], [0.6, -0.1, 0.5], [0.1, 0.0, -0.2], [-0.4, 0.1, -0.1], [0.0, -0.3, 0.3], [0.2, -0.1, -0.1]],
  "smiles": "CCC[C@H](C)c1c(CON=O)c(CCCCOC=O)c2c(c1CCCC(=O)O)C(=O)N(CC(=O)O)C2=O.NC(N)=O.NC(N)=O.NC(N)=O.NC(N)=O.NC(N)=O.NC(N)=O.NC(N)=O",
  "homo_lumo_gap_ev": 7.298,
  "e_tot_ev": -92790.6374
}



[2]
{
  "formula": "C4H6N2O",
  "method": "the ωB97M-V functional and the def2-TZVPD basis",
  "species": ["H", "N", "C", "C", "C", "N", "O", "C", "H", "H", "H", "H", "H"],
  "coordinates": [[3.369368, 1.006618, -1.108683], [2.466194, 0.869267, -0.660657], [2.358290, -0.372063, -0.390040], [1.206688, -0.903794, 0.347302], [0.285158, -0.066503, 0.754951], [-0.755644, 0.503081, 1.116287], [-1.735445, -0.348961, 0.500265], [-2.692845, 0.451923, -0.128292], [3.137774, -1.109760, -0.563976], [1.145813, -1.936500, 0.681217], [-3.368493, -0.250704, -0.625608], [-3.215307, 1.001309, 0.647779], [-2.190726, 1.113661, -0.836433]],
  "forces_ev_per_angstrom": [[0.0, 0.3, -0.1], [0.3, -0.7, -0.1], [-0.2, 0.1, 0.1], [0.3, 0.5, 0.2], [-0.6, 0.0, 0.4], [0.8, -1.1, 0.2], [-0.2, -0.1, -0.3], [-0.4, 0.0, -0.1], [0.2, 0.0, -0.3], [0.4, 0.3, 0.3], [0.1, 0.3, 0.0], [-0.3, 0.4, -0.1], [-0.4, 0.1, -0.1]],
  "de_lowest_kcal_mol": 118.2,
  "smiles": "[H]/N=C/C=C=NOC",
  "homo_lumo_gap_ev": 9.357,
  "e_tot_ev": -9268.3750
}